(1)
Formula: C65H40BaFN9OSSe
Source: the Open Molecules 2025 dataset
Level of theory: ωB97M-V with the def2-TZVPD basis set

Geometry as XYZ:
```
119
C65H40BaFN9OSSe (ωB97M-V with the def2-TZVPD basis set)
Ba 0.55 -0.30 -0.26
Se 3.29 7.20 3.01
S 1.83 -3.50 3.44
F -6.63 3.90 3.04
O 0.17 1.36 3.57
N -0.35 -2.52 -0.77
N -0.40 2.40 1.64
N 2.05 -1.33 -1.80
N -1.77 -0.07 -1.08
N 3.96 5.55 2.90
N 0.90 -1.62 1.65
N 0.65 1.15 -2.18
N 1.69 6.68 2.44
N 2.21 1.30 1.32
C 3.00 4.75 2.46
C 3.40 0.77 1.41
C -4.60 -1.75 1.66
C 5.07 2.02 -1.72
C 4.55 1.43 1.86
C -3.40 2.46 3.84
C 0.80 3.19 1.71
C 3.05 0.81 -2.44
C -2.32 0.83 -1.95
C -5.49 3.16 2.93
C 4.32 1.50 -2.76
C -4.56 -2.54 3.94
C 2.39 -6.02 -0.92
C -2.53 -1.98 0.22
C -4.01 -0.42 -1.17
C 1.76 2.81 -3.28
C 2.16 -5.06 -1.90
C 3.80 -2.68 -2.36
C -3.29 -3.05 3.71
C -3.73 0.60 -2.03
C -1.49 -4.28 0.13
C 3.19 3.38 2.15
C 1.30 -2.41 2.42
C -4.01 4.32 -5.18
C -4.55 3.22 3.95
C 6.72 2.80 -3.28
C 1.87 1.57 -2.55
C -0.63 1.55 2.68
C -3.32 -2.25 1.41
C 2.85 -6.66 -3.57
C 2.83 -7.29 -1.26
C 2.43 -2.62 -1.91
C -1.40 2.95 0.82
C 3.10 -0.56 -2.19
C 3.06 -7.62 -2.59
C -2.68 -2.90 2.49
C 4.77 1.63 -4.07
C 6.27 2.67 -1.98
C 0.35 -3.66 -0.99
C -0.58 5.15 1.36
C -1.63 1.82 -2.66
C 2.05 2.60 1.72
C -2.45 2.71 -3.52
C -2.76 -0.84 -0.60
C -0.25 2.00 -2.70
C -2.56 2.43 -4.88
C -0.40 -4.78 -0.48
C 2.41 -5.40 -3.23
C 4.43 2.76 2.21
C -3.89 4.62 -3.83
C -3.34 3.22 -5.70
C 0.43 3.06 -3.40
C 0.60 4.59 1.80
C -1.96 0.79 2.64
C 1.62 -3.72 -1.58
C -1.45 -2.85 -0.08
C -4.14 1.62 1.72
C -3.12 3.81 -3.01
C -5.30 2.38 1.81
C 1.72 5.38 2.23
C 4.22 -1.41 -2.51
C -3.18 1.65 2.72
C -1.52 4.29 0.72
C -5.20 -1.88 2.90
C 5.97 2.28 -4.32
H -0.12 -5.82 -0.56
H 3.04 -6.91 -4.61
H -3.03 4.04 -1.96
H -6.04 2.36 1.03
H 4.72 1.92 -0.70
H 5.28 3.35 2.54
H 3.41 -8.60 -2.86
H -2.66 2.48 4.62
H 2.24 -4.66 -3.99
H 3.48 -0.27 1.11
H -5.01 -2.61 4.91
H -1.99 0.18 1.75
H 4.18 1.23 -4.87
H -1.94 0.13 3.51
H 3.01 -8.03 -0.49
H -3.98 1.00 0.85
H 5.19 -1.05 -2.83
H -1.66 -3.23 2.37
H 5.50 0.93 1.89
H -2.76 -3.55 4.51
H 2.58 3.38 -3.68
H -5.15 -1.22 0.90
H -4.40 5.47 -3.42
H -3.43 2.99 -6.75
H 6.85 3.08 -1.16
H 6.32 2.38 -5.34
H -4.42 1.13 -2.67
H -2.29 -4.82 0.60
H -2.05 2.26 0.31
H -4.97 -0.90 -1.04
H -4.62 4.94 -5.82
H -4.74 3.84 4.81
H -2.04 1.57 -5.28
H 2.23 -5.77 0.12
H 4.36 -3.59 -2.52
H -6.18 -1.45 3.06
H -2.31 4.73 0.13
H 7.65 3.30 -3.49
H -0.72 6.21 1.38
H -0.03 3.88 -3.92
```

Output
- gap between HOMO and LUMO (Ha) = 0.152
- M (g mol⁻¹) = 1230.4
- HOMO (eV) = -1.07
- multiplicity = 1
- maximum force (hartree/bohr) = 0.0714
- charge = -2
- E (eV) = -163108.5390

Löwdin atomic charge list, values in e, 99 entries: 2.0214 0.9719 0.4235 0.0175 0.0765 -0.0813 0.0182 -0.1163 -0.0760 -0.2717 -0.2210 -0.1101 -0.2532 0.0072 -0.3323 -0.1791 -0.0405 0.0030 -0.1016 -0.0098 -0.1167 -0.0815 -0.2629 -0.2819 -0.2085 -0.1059 -0.0352 -0.0688 -0.0459 0.0006 -0.1954 -0.0063 -0.0772 -0.0081 -0.0093 -0.1117 -1.0467 -0.1125 -0.0150 -0.1108 -0.2704 -0.4490 -0.1609 -0.0998 -0.0910 -0.2414 -0.0811 -0.2800 -0.1163 -0.0296 -0.0444 -0.0767 -0.2320 -0.0633 -0.0722 -0.1537 -0.2107 -0.2839 -0.2550 -0.0268 0.0048 -0.0390 -0.0344 -0.0873 -0.0957 -0.0017 -0.1323 -0.0360 -0.0631 -0.2905 -0.0370 -0.0161 -0.0023 -0.3226 0.0035 -0.2143 -0.0878 -0.0960 -0.0999 0.0974 0.0929 0.1040 0.1125 0.0989 0.1036 0.0886 0.1241 0.1200 0.1012 0.0905 0.0942 0.1217 0.1366 0.0964 0.0869 0.1043 0.1031 0.0886 0.1038

(2)
Formula: C4H13N5
Source: the Open Molecules 2025 dataset
Level of theory: ωB97M-V with the def2-TZVPD basis set

Geometry as XYZ:
```
22
C4H13N5 (ωB97M-V with the def2-TZVPD basis set)
N -1.74 0.30 -1.22
N 0.86 0.08 0.68
N -1.12 0.60 1.76
N 0.11 2.27 0.59
N -0.83 -0.60 -1.66
C 0.85 -1.23 1.29
C -1.04 -1.84 -1.49
C 1.57 0.14 -1.00
C -0.08 0.96 1.09
H -1.37 1.24 -1.29
H 0.24 -1.95 0.72
H 1.07 2.51 0.41
H -2.07 0.12 -0.27
H 1.88 -1.61 1.36
H -0.39 2.98 1.10
H -0.31 -2.53 -1.89
H -1.83 -2.23 -0.86
H 2.55 0.25 -0.56
H 0.41 -1.20 2.29
H 1.68 -0.71 -1.67
H 1.24 1.08 -1.42
H -1.68 1.39 2.07
```

Output
- SMILES = [H]/N=C(\N)N(C)C.C=NN
- gap between HOMO and LUMO (Ha) = 0.344
- M (g mol⁻¹) = 131.2
- HOMO (eV) = -8.55
- multiplicity = 1
- energy relative to the best compared isomer or geometry (same formula, charge and spin) (eV) = 2.762
- maximum force (hartree/bohr) = 0.0869
- E (eV) = -11806.1672

Electronic structure analysis, natural (NBO) charges in units of e: -0.6471 -0.4629 -0.8209 -0.8587 -0.2363 -0.4176 -0.1840 -0.3514 0.5833 0.3641 0.1862 0.3832 0.3705 0.1875 0.3856 0.1754 0.1550 0.1865 0.2359 0.2220 0.2091 0.3347

(3)
Formula: C25H25NO5S
Source: the Open Molecules 2025 dataset
Level of theory: ωB97M-V with the def2-TZVPD basis set

Geometry as XYZ:
```
57
C25H25NO5S (ωB97M-V with the def2-TZVPD basis set)
S 2.31 -1.88 -0.19
O -4.28 1.68 0.34
O 1.67 -2.74 -1.15
O -0.43 3.67 -1.38
O -1.30 1.60 -1.48
O 3.64 -2.18 0.23
N 1.33 -1.91 1.15
C -1.28 -2.79 -2.45
C -1.83 -2.78 0.01
C 0.57 3.01 1.73
C 0.00 0.70 2.03
C 3.46 0.50 -0.97
C -2.39 -0.86 -1.31
C 2.28 -0.19 -0.80
C -2.42 -2.16 1.10
C -2.99 -0.89 1.03
C 2.19 2.47 -1.50
C -0.30 2.47 -1.41
C 1.91 2.69 1.83
C -0.39 2.02 1.84
C 2.30 1.37 2.01
C 3.41 1.84 -1.34
C 1.05 0.41 -1.00
C -2.93 -0.21 -0.20
C 1.01 1.76 -1.33
C -3.64 -0.31 2.24
C -1.20 -4.13 0.14
C -3.40 1.18 -0.31
C 1.74 -1.08 2.27
C -2.64 2.05 -1.33
C 1.34 0.36 2.11
C -1.86 -2.13 -1.24
H 0.14 -0.16 -0.88
H -3.34 0.73 2.40
H 2.82 -1.19 2.33
H -1.21 -4.46 1.18
H 0.35 -1.85 0.91
H 1.29 -1.50 3.17
H 0.27 4.04 1.57
H -3.15 1.99 -2.30
H -1.74 -3.76 -2.62
H -1.44 2.27 1.77
H -0.21 -2.95 -2.30
H 4.33 2.39 -1.49
H -2.43 -2.68 2.05
H 3.34 1.12 2.09
H -2.41 -0.37 -2.27
H -4.72 -0.31 2.11
H -1.42 -2.17 -3.33
H -3.40 -0.89 3.13
H 4.39 -0.01 -0.79
H 2.66 3.46 1.75
H -2.65 3.09 -1.00
H -0.75 -0.07 2.11
H -0.17 -4.10 -0.22
H -1.74 -4.86 -0.46
H 2.14 3.52 -1.75
```

Output
- SMILES = Cc1cc(C)c(C(=O)COC(=O)c2cccc(S(=O)(=O)NCc3ccccc3)c2)cc1C
- gap between HOMO and LUMO (Ha) = 0.335
- M (g mol⁻¹) = 451.5
- HOMO (eV) = -9.13
- multiplicity = 1
- energy relative to the best compared isomer or geometry (same formula, charge and spin) (eV) = 0.000
- maximum force (hartree/bohr) = 0.0187
- E (eV) = -48894.4146

Electronic structure analysis, natural (NBO) charges in units of e: 2.3131 -0.5265 -0.9534 -0.5864 -0.5177 -0.9372 -0.8558 -0.6478 0.0287 -0.2152 -0.2502 -0.1825 -0.1612 -0.2613 -0.2505 0.0393 -0.1316 0.8053 -0.1935 -0.2130 -0.2403 -0.2229 -0.1799 -0.1312 -0.1671 -0.6396 -0.6552 0.5468 -0.2778 -0.1860 0.0433 -0.0417 0.2521 0.2285 0.2331 0.2172 0.4110 0.2176 0.2260 0.2125 0.2167 0.2159 0.2587 0.2242 0.2111 0.2154 0.2134 0.2413 0.2141 0.2094 0.2454 0.2164 0.2432 0.2120 0.2509 0.2251 0.2381

(4)
Formula: AuH3O
Source: the Open Molecules 2025 dataset
Level of theory: ωB97M-V with the def2-TZVPD basis set

Geometry as XYZ:
```
5
AuH3O (ωB97M-V with the def2-TZVPD basis set)
Au 0.33 1.00 -0.35
O -0.92 0.00 0.28
H 0.36 -0.91 0.18
H -1.81 -0.07 -0.05
H 1.20 -0.74 -0.25
```

Output
- gap between HOMO and LUMO (alpha / beta) (Ha) = 0.391 / 0.315
- M (g mol⁻¹) = 216.0
- HOMO (alpha / beta) (eV) = -24.90 / -26.12
- multiplicity = 3
- energy relative to the best compared isomer or geometry (same formula, charge and spin) (eV) = 0.333
- maximum force (hartree/bohr) = 0.1763
- charge = +2
- E (eV) = -5756.5742

Electronic structure analysis, natural (NBO) charges in units of e: 1.5846 -0.4632 0.2200 0.5761 0.0823